Here is a 10-piece molecular cluster, C32H90N6O10 overall in a non-equilibrium geometry from the OMol25 dataset. Energies are from the ωB97M-V functional and the def2-TZVPD basis.

Its LUMO energy is 0.0126 hartree. The orbital gap comes out at 9.3 eV. As for the structure (SMILES): COC[C@H](C)N.COC[C@H](C)N.COC[C@H](C)N.COC[C@H](C)N.COC[C@H](C)N.COC[C@H](C)N.CCO.CCO.CCO.CCO. Its relative energy (zero: lowest compared OMol25 entry of this formula, charge and spin) is 299.76 kJ/mol. The value obtained for the HOMO energy is -0.3305 Eh. The spin multiplicity is 1.

```
138
Properties=species:S:1:pos:R:3:forces:R:3:mulliken_charge:R:1
C -19.598549 -7.232757 -18.122988 -0.718 1.251 0.431 -0.2798
O -20.739659 -6.383946 -17.927358 -1.295 -0.760 0.574 -0.0773
C -21.925571 -7.144432 -17.520829 2.122 -0.764 0.166 -1.0901
C -23.142035 -6.648237 -18.154969 -0.191 2.545 -0.326 0.5989
C -23.351724 -5.177632 -17.794114 -0.208 0.319 -1.031 -0.7702
N -24.263278 -7.435615 -17.798258 -0.612 -1.372 0.219 -0.7352
H -19.190261 -7.565155 -17.168567 -0.280 -0.628 0.139 0.2583
H -18.815341 -6.566615 -18.484852 -0.225 -0.482 -0.630 -0.2345
H -19.959267 -8.017732 -18.787664 0.912 -0.285 -0.072 0.4382
H -21.855248 -8.184638 -17.838828 0.500 -0.262 0.046 0.3978
H -22.036253 -7.157584 -16.436543 0.204 0.184 0.317 0.3033
H -22.949447 -6.689680 -19.227018 -0.269 -0.057 -0.251 0.2073
H -22.497415 -4.610868 -18.164315 -0.024 0.217 0.295 -0.0891
H -23.575839 -4.938471 -16.754554 0.334 -0.398 0.220 0.2485
H -24.231183 -4.862314 -18.355564 -0.085 0.281 -0.051 0.4415
H -25.127902 -7.049307 -18.149401 -0.008 0.054 0.008 0.3025
H -24.322005 -7.475077 -16.790737 -0.263 -0.063 0.169 0.2732
C -23.622400 2.182052 -18.855440 0.884 0.311 -0.835 -0.0647
O -23.957161 1.767368 -17.609208 -1.227 0.464 1.224 -0.4547
C -23.540960 0.483576 -17.259331 -0.393 0.148 0.783 0.5056
C -24.718923 -0.060584 -16.449953 -0.313 -1.155 0.381 0.3104
C -24.472240 -1.394239 -15.808637 0.596 -1.137 0.392 -1.2899
N -26.003223 -0.107295 -17.195014 0.771 1.164 0.122 -0.8607
H -23.739411 3.265743 -18.850689 0.054 -0.025 -0.496 0.3439
H -24.213522 1.687417 -19.626159 -0.247 0.097 -0.361 0.1379
H -22.582553 1.901510 -19.023095 0.308 0.453 -0.365 -0.0263
H -23.273948 -0.120543 -18.126418 -0.294 -0.236 -0.200 -0.5100
H -22.624517 0.637416 -16.689620 0.119 -0.591 0.405 0.2296
H -24.901348 0.579366 -15.586659 0.120 0.681 -0.363 0.2891
H -23.431605 -1.549896 -15.524124 0.322 0.093 -0.280 0.2462
H -24.767682 -2.220393 -16.455382 0.037 -0.066 -0.078 0.2849
H -24.981920 -1.518935 -14.853247 -0.467 0.122 -0.192 0.3529
H -26.007415 0.838613 -17.549036 -0.804 0.659 0.039 0.3728
H -25.933662 -0.588967 -18.080043 0.457 -0.969 -0.078 0.2287
C -23.557236 0.860862 -23.558090 1.165 0.692 -0.049 -0.8445
O -23.529336 0.303194 -22.253350 -0.674 2.500 -0.138 -0.1967
C -23.313271 -1.041023 -22.261822 -1.015 -2.039 0.530 -1.5002
C -23.642877 -1.614246 -20.825661 -0.349 0.730 -0.929 3.1370
C -23.278443 -3.016995 -20.540667 0.770 -0.311 -1.063 -1.5514
N -25.087144 -1.573932 -20.556909 0.526 1.216 0.297 -0.6393
H -23.992780 1.859871 -23.577734 -0.149 -0.126 0.506 0.2761
H -24.010733 0.296185 -24.372692 -0.503 -0.627 0.469 0.3305
H -22.520449 0.982108 -23.871878 0.313 0.126 -0.204 0.2935
H -24.050006 -1.361270 -22.998547 -0.097 -1.316 -0.005 0.6764
H -22.338106 -1.322217 -22.659397 0.528 -0.068 0.170 0.2433
H -23.038279 -1.049916 -20.115670 -0.511 0.703 0.069 -1.5923
H -23.571626 -3.210625 -19.508853 0.199 -0.345 -0.357 -0.0138
H -22.210109 -3.128107 -20.726183 0.073 -0.474 0.328 -0.0285
H -23.817012 -3.608052 -21.281406 -0.022 -0.700 0.301 0.7199
H -25.539477 -2.305103 -21.086888 -0.085 -0.079 -0.116 0.3170
H -25.428677 -0.684509 -20.892146 -0.421 0.154 -0.003 0.3168
C -21.984507 4.055201 -22.001523 -1.076 -0.819 0.246 -0.9632
O -21.517868 2.884668 -21.268471 1.812 1.922 -1.421 -0.0977
C -20.168799 2.481308 -21.627806 0.022 -1.326 1.349 -0.8809
C -19.866468 1.233751 -20.716989 0.822 -0.525 -0.753 1.5431
C -18.685361 0.393771 -21.246505 -0.203 0.001 0.098 -1.8727
N -21.031486 0.374819 -20.639397 -0.055 0.135 0.235 0.1731
H -23.060781 4.006649 -21.836088 -0.097 0.050 -0.280 0.2798
H -21.788815 4.035519 -23.073631 0.129 -0.604 -0.107 0.3556
H -21.719271 5.072446 -21.713497 0.837 -0.278 0.868 0.2662
H -20.053039 2.164583 -22.664333 -0.698 -0.150 -0.359 0.4222
H -19.353013 3.195697 -21.517183 -0.411 0.730 0.494 0.4711
H -19.593718 1.475472 -19.689715 -0.107 0.655 0.020 -0.5017
H -17.744524 0.919382 -21.083239 0.068 -0.050 -0.399 0.4981
H -18.827910 0.063803 -22.275539 0.088 0.644 -0.445 0.4401
H -18.601168 -0.583396 -20.770940 -0.164 0.199 0.753 0.2275
H -21.800365 1.017544 -20.513564 -0.536 -0.190 -0.027 -0.3418
H -21.180272 0.008563 -21.568803 -0.121 -0.311 -0.141 -0.0212
C -18.178749 -3.647343 -22.009530 -0.278 0.506 0.590 -0.5570
O -17.651553 -4.205045 -20.816895 0.216 -0.676 -1.396 -0.1469
C -16.295791 -4.597245 -20.967301 0.657 0.775 2.121 -0.9009
C -15.773051 -4.641751 -19.484320 -0.128 -0.241 -0.412 1.4503
C -14.363237 -5.020480 -19.316764 2.405 -0.119 0.000 -1.7637
N -16.536228 -5.551309 -18.654350 -1.151 -0.354 -0.830 -0.6005
H -17.613565 -2.760020 -22.294706 0.115 0.334 0.120 0.3330
H -19.191920 -3.354017 -21.734656 -0.072 0.007 -0.359 -0.0856
H -18.174413 -4.265993 -22.906941 -0.068 -0.642 0.243 0.3234
H -16.054937 -5.513025 -21.507143 -0.787 -0.587 0.156 0.3553
H -15.763828 -3.842326 -21.546281 0.212 0.460 0.188 0.4489
H -15.845972 -3.659232 -19.018013 -0.247 0.702 -0.585 -0.2483
H -13.954246 -5.882174 -19.844308 -0.544 -0.096 -0.583 0.4253
H -14.159913 -5.314401 -18.287032 -0.149 0.358 0.247 0.2802
H -13.720040 -4.171520 -19.548410 0.271 0.018 -0.023 0.3569
H -16.481276 -5.253050 -17.690960 0.127 -0.052 0.336 0.1397
H -17.490034 -5.346385 -18.915787 -0.469 -0.225 0.193 -0.1197
C -12.321446 -3.986032 -15.193070 0.777 0.100 -0.313 -0.7572
O -12.927316 -2.849879 -15.781720 -0.055 -0.228 -0.080 -0.4620
C -14.338836 -3.031026 -15.868867 0.683 -0.579 -1.006 -0.1156
C -15.082331 -1.767842 -16.281322 1.564 0.075 1.882 0.3858
C -14.737121 -0.641618 -15.285309 -0.070 -0.213 -0.666 -1.5197
N -16.485009 -2.032396 -16.180487 -0.925 0.100 0.051 0.7619
H -12.803547 -4.254772 -14.253150 0.100 0.073 0.207 0.3519
H -11.253419 -3.800094 -15.079732 -0.098 0.598 0.537 0.3030
H -12.251529 -4.884118 -15.806801 -0.881 -0.139 -0.555 0.2652
H -14.552690 -3.734129 -16.673850 0.039 -0.610 -0.051 -0.1159
H -14.624055 -3.518553 -14.936629 -0.832 0.473 0.183 0.3098
H -14.886587 -1.516598 -17.323753 0.872 0.204 0.017 0.4102
H -15.329474 0.205310 -15.631642 0.239 0.457 0.523 0.3097
H -13.673581 -0.423010 -15.189435 -0.021 0.172 -0.654 0.3952
H -14.993350 -0.939601 -14.268627 -0.572 -0.071 -0.068 0.3330
H -16.934453 -1.235937 -16.609144 -0.546 0.183 -0.021 -0.0186
H -16.700497 -2.819795 -16.775191 -0.236 -0.285 -0.087 -0.6279
C -17.827032 3.424729 -16.437992 -0.150 -0.161 -0.636 -1.2309
C -19.050833 2.535186 -16.653224 0.759 0.722 0.897 0.2727
O -18.674904 1.166416 -16.554317 -0.240 0.465 -0.039 -0.3361
H -17.593887 3.740345 -17.454920 1.110 -0.051 0.209 0.2950
H -17.081390 2.811622 -15.931825 0.336 0.268 -0.307 0.2038
H -17.967567 4.353817 -15.885585 -0.401 -0.228 0.224 0.3502
H -19.385143 2.768776 -17.664055 -0.816 -0.154 0.133 -0.0817
H -19.755823 2.758299 -15.852408 -0.587 0.012 -0.370 0.3689
H -19.539464 0.749180 -16.546813 0.054 -1.059 -0.214 0.0804
C -20.063871 -3.126764 -12.664201 0.411 1.770 -0.176 -1.3168
C -19.175703 -2.092778 -13.506502 -1.334 -0.966 0.173 0.4056
O -17.860552 -2.526709 -13.670536 0.432 -0.670 0.539 -0.5374
H -19.651325 -3.268359 -11.665275 0.314 0.050 -0.073 0.3400
H -20.333951 -4.114726 -13.037156 0.567 0.160 -0.674 0.2895
H -21.013513 -2.619181 -12.494992 -0.159 0.063 -0.026 0.4069
H -19.183486 -1.089669 -13.080094 -0.188 -0.079 0.840 0.3854
H -19.570215 -1.888212 -14.501801 -0.674 -0.463 -0.232 -0.2555
H -17.436586 -1.863375 -14.219941 0.565 -0.189 -0.481 0.1472
C -19.384039 -2.823994 -17.690424 -1.606 -1.096 -0.060 -0.2822
C -20.674574 -2.111036 -18.143750 0.219 0.383 -0.767 0.3715
O -20.594606 -0.775318 -17.880630 0.907 3.703 2.065 0.2002
H -19.351716 -3.034031 -16.621334 -0.202 0.443 0.210 0.0667
H -18.438491 -2.355568 -17.963553 -0.423 0.107 -0.495 -0.1023
H -19.515103 -3.822712 -18.106938 0.676 -0.241 -0.254 0.1687
H -21.628107 -2.357674 -17.676789 0.200 -1.486 0.192 0.1170
H -20.840444 -2.051648 -19.219423 0.249 -1.521 -0.427 -0.3535
H -20.825672 -0.212377 -18.623125 -0.048 -0.318 -0.608 -0.3461
C -16.296361 -6.982985 -15.087169 0.069 -1.360 -0.591 -1.3106
C -17.389518 -6.017648 -14.881459 -0.489 1.107 1.542 -0.2444
O -17.199095 -4.925438 -15.703636 0.737 1.453 -1.469 0.2648
H -16.407522 -7.381503 -16.095592 0.270 -0.543 0.053 0.2879
H -16.374413 -7.737692 -14.304594 -0.025 -0.453 -0.339 0.4047
H -15.282760 -6.589561 -15.010064 -0.221 0.562 0.069 0.2309
H -17.320052 -5.713808 -13.836974 -0.305 0.278 0.288 0.3613
H -18.423798 -6.307174 -15.067309 0.061 -1.151 0.188 0.3153
H -17.528341 -4.113875 -15.310485 -0.087 0.250 0.453 -0.0662
```
Positions in Å, forces in eV/Å.